Entry from OMol25: an isolated ion of composition C2Br2N2P and charge +1 (wB97M-V/def2-TZVPD).

**Frontier orbital gap**: 8.20 eV
**Energy relative to the best compared isomer or geometry (same formula, charge and spin)**: 11.7 kJ/mol
**Total charge**: +1
**HOMO level**: -16.24 eV

Geometry as XYZ:
```
7
Properties=species:S:1:pos:R:3:forces:R:3:mulliken_charge:R:1
C 0.4477 -0.5057 -2.0692 -1.5 -1.4 2.6 0.315
C 0.2255 0.4850 2.3443 0.2 -1.2 -1.0 0.304
N 1.0614 -0.1344 -2.9444 1.6 0.8 -2.1 -0.114
N -0.4454 1.0952 3.0533 0.3 0.0 -0.2 -0.184
P -0.6647 -1.0709 -0.7865 -0.3 1.5 -0.7 0.268
Br 1.0506 -0.7343 1.1867 -0.2 1.1 1.1 0.281
Br -1.6750 0.8652 -0.7843 0.0 -0.8 0.4 0.131
```
Forces are in eV/Å.

Entry from OMol25: C2Br2O2 as an isolated structure (wB97M-V/def2-TZVPD).

**Frontier orbital gap**: 10.75 eV
**Energy relative to the best compared isomer or geometry (same formula, charge and spin)**: 0.0 kJ/mol
**Total charge**: 0
**HOMO level**: -10.81 eV

Geometry as XYZ:
```
6
Properties=species:S:1:pos:R:3:forces:R:3:mulliken_charge:R:1
C -0.6881 -0.2776 -0.4629 0.9 0.7 -2.1 0.420
C -1.7034 1.4338 2.9615 2.7 1.1 -1.0 0.120
O -1.1058 -0.7114 0.5115 -0.9 -0.5 2.4 -0.273
O -2.6605 1.0371 3.3367 -2.7 -1.1 1.0 -0.120
Br -0.5488 -1.3417 -2.0259 0.1 -0.2 -0.6 -0.083
Br -0.0310 1.5062 -0.7480 -0.1 0.0 0.2 -0.063
```
Forces are in eV/Å.

Entry from OMol25: a 2-piece molecular cluster, C2BrClF4 overall (wB97M-V/def2-TZVPD).

**Frontier orbital gap (spin up / spin down)**: 8.68 / 6.18 eV
**Spin multiplicity**: 3
**⟨S²⟩**: 2.01
**Total charge**: 0
**HOMO level (spin up / spin down)**: -8.34 / -11.54 eV

Geometry as XYZ:
```
8
Properties=species:S:1:pos:R:3:forces:R:3:mulliken_spin:R:1
C 0.4573 -0.4130 0.5493 -2.3 -0.7 -1.2 -0.024
C -0.4539 0.2696 -0.5719 -0.3 -4.1 0.5 0.796
F 0.2304 0.2917 1.6055 0.6 1.9 2.0 0.006
F -0.1033 -1.6045 0.8617 0.3 -0.9 -0.6 0.016
F 1.7581 -0.6057 0.3872 -0.3 0.4 -0.7 -0.001
F 0.4084 1.9656 -0.4858 1.6 3.0 -0.3 0.873
Cl -2.0592 0.4537 -0.0039 0.1 0.0 -0.3 0.066
Br -0.2378 -0.3573 -2.3422 0.2 0.5 0.6 0.270
```
Forces are in eV/Å.

Entry from OMol25: a 2-piece molecular cluster, C2BrF3O overall (wB97M-V/def2-TZVPD).

**Frontier orbital gap**: 9.17 eV
**Energy relative to the best compared isomer or geometry (same formula, charge and spin)**: 165.2 kJ/mol
**Total charge**: 0
**HOMO level**: -9.62 eV

Geometry as XYZ:
```
7
Properties=species:S:1:pos:R:3:forces:R:3:mulliken_charge:R:1
C 1.5598 0.4530 -0.4069 -0.8 0.6 -1.0 0.594
C -1.6781 -0.3864 0.9842 1.6 1.1 1.9 0.027
O 1.8340 -0.2237 0.4942 -0.1 -0.6 0.4 -0.302
F 0.4490 0.3528 -1.1848 1.8 0.3 0.8 -0.119
F 2.2869 1.4701 -0.8299 -0.5 -0.2 -0.2 -0.158
F -2.1550 -1.3697 1.6543 -0.6 -0.7 -0.2 -0.052
Br -2.2966 -0.2961 -0.7112 -1.4 -0.5 -1.6 0.010
```
Forces are in eV/Å.

Entry from OMol25: a 2-piece molecular cluster, C2BrF3O3S overall (wB97M-V/def2-TZVPD).

**Frontier orbital gap**: 8.97 eV
**Energy relative to the best compared isomer or geometry (same formula, charge and spin)**: 91.7 kJ/mol
**Total charge**: 0
**HOMO level**: -11.13 eV

Geometry as XYZ:
```
10
Properties=species:S:1:pos:R:3:forces:R:3:mulliken_charge:R:1
C 1.1950 -2.3780 2.0425 -7.0 -1.1 -0.8 0.693
C -0.1810 0.8899 0.2738 2.4 -3.3 -0.3 0.422
O 0.0600 -2.5883 1.9189 -0.2 -1.0 0.1 -0.378
O -1.5424 1.1279 -1.9518 0.0 0.1 -0.9 -0.398
O 2.2230 -1.9970 2.1419 7.3 1.8 0.8 -0.270
F 0.4185 -0.0535 1.0151 1.1 0.4 -1.2 -0.079
F -1.1284 1.2079 1.0755 -0.9 2.5 -1.1 -0.136
F -1.1802 -1.2325 -0.8908 1.2 2.3 -1.3 -0.412
S -0.4344 0.3098 -1.5809 -2.4 -1.9 3.3 0.753
Br 1.6689 1.9160 -0.7216 -1.3 0.2 1.3 -0.195
```
Forces are in eV/Å.

Entry from OMol25: C2CaF6NO4S2 as an isolated structure (wB97M-V/def2-TZVPD).

**Frontier orbital gap**: 6.64 eV
**Energy relative to the best compared isomer or geometry (same formula, charge and spin)**: 340.8 kJ/mol
**Total charge**: +1
**HOMO level**: -12.20 eV

Geometry as XYZ:
```
16
Properties=species:S:1:pos:R:3:forces:R:3:mulliken_charge:R:1
Ca 0.6089 2.5740 0.8992 -0.4 1.6 0.8 1.634
N 0.0067 -0.3391 0.1537 0.1 3.5 1.9 0.117
S 1.4117 -0.0127 -0.6803 0.6 -0.5 -2.2 1.148
O 1.3931 -0.5052 -2.0364 -0.1 0.8 2.1 -0.469
O 1.7670 1.4037 -0.3955 0.5 -1.3 -0.7 -0.833
C 2.6523 -1.0571 0.2646 -0.1 -0.3 -0.4 0.755
F 2.2839 -2.3115 0.1589 -0.1 0.0 0.0 -0.184
F 2.6674 -0.6852 1.5224 0.0 0.3 0.5 -0.220
F 3.8276 -0.8711 -0.2906 0.1 0.2 -0.1 -0.167
S -1.4858 -0.3868 -0.6428 -3.7 -6.6 -3.4 0.389
O -1.6813 0.1615 -1.9893 1.0 1.8 0.7 -0.513
C -2.9619 0.1970 0.3536 -0.3 1.1 0.6 0.756
F -2.9591 -0.3765 1.5394 0.2 -0.2 0.1 -0.205
F -2.9845 1.5043 0.4813 -0.1 1.3 0.3 -0.226
F -4.0662 -0.1498 -0.2908 0.8 -0.4 -0.3 -0.177
O -0.4798 0.8544 0.9525 1.6 -1.2 0.2 -0.805
```
Forces are in eV/Å.

Entry from OMol25: C2CeF6NO4S2 as an isolated structure (wB97M-V/def2-TZVPD).

**Frontier orbital gap (spin up / spin down)**: 5.97 / 6.00 eV
**Spin multiplicity**: 2
**⟨S²⟩**: 0.75
**Energy relative to the best compared isomer or geometry (same formula, charge and spin)**: 191.9 kJ/mol
**Total charge**: 0
**HOMO level (spin up / spin down)**: -8.17 / -8.20 eV

Geometry as XYZ:
```
16
Properties=species:S:1:pos:R:3:forces:R:3:mulliken_spin:R:1
O -3.0414 0.1926 0.4705 0.8 -5.7 -3.7 -0.062
Ce -2.5583 -1.5937 -0.7410 -0.2 5.4 3.5 1.063
N 0.6074 -0.5785 0.2918 -0.2 0.6 0.1 -0.001
S -0.6226 0.9797 0.9755 -0.8 1.4 -2.6 0.000
O -0.3449 2.4302 0.7536 0.7 -2.4 0.8 0.001
C -0.4802 0.7924 2.8350 1.2 -0.1 0.4 0.000
F 0.6949 1.2318 3.2617 0.2 0.1 0.2 0.000
F -0.6241 -0.4746 3.1980 -0.2 -0.3 -0.1 0.000
F -1.4428 1.5093 3.4011 0.0 0.0 -0.3 0.000
S 0.8759 -1.2493 -1.0656 1.6 0.4 2.2 -0.001
O -0.3774 -1.8676 -1.6435 -1.3 -0.3 -0.4 0.001
O 2.0117 -2.1699 -1.0832 -1.6 1.0 -0.3 0.000
C 1.2579 -0.0226 -2.4188 0.2 -0.5 0.7 0.000
F 0.2832 0.8717 -2.5100 -0.5 0.4 0.0 0.000
F 2.3956 0.5960 -2.1438 0.0 0.1 0.0 0.000
F 1.3651 -0.6473 -3.5814 0.1 -0.1 -0.4 0.000
```
Forces are in eV/Å.

Entry from OMol25: a 2-piece molecular cluster, C2Cl2F3NO overall (wB97M-V/def2-TZVPD).

**Frontier orbital gap**: 10.53 eV
**SMILES string**: FC(F)=NCl.O=C(F)Cl
**Energy relative to the best compared isomer or geometry (same formula, charge and spin)**: 196.2 kJ/mol
**Total charge**: 0
**HOMO level**: -10.15 eV

Geometry as XYZ:
```
9
Properties=species:S:1:pos:R:3:forces:R:3:mulliken_charge:R:1
C -1.0249 0.5142 0.6294 0.6 1.1 1.7 0.737
C 0.4492 0.1659 -1.3457 -1.8 -2.0 0.6 0.724
N -1.6854 -0.4388 0.8396 -3.9 -5.6 1.1 -0.253
O -0.6993 0.3921 -1.4236 -0.8 0.5 -2.6 -0.401
F -1.6207 1.6032 0.6560 -2.6 5.0 -0.5 -0.230
F 0.2024 0.7917 0.6693 4.1 0.9 1.9 -0.276
F 0.8452 -0.8386 -0.5979 1.0 -1.9 -0.5 -0.175
Cl 1.7097 0.9397 -1.9339 2.9 2.1 -1.9 -0.091
Cl -1.3048 -2.0522 0.8902 0.5 -0.1 0.1 -0.035
```
Forces are in eV/Å.

Number 1: E -154416.62549 eV, strongest force on any atom 3.31 eV/A. Number 2: E -146253.25651 eV, strongest force on any atom 3.09 eV/A. Number 3: E -95502.82283 eV, strongest force on any atom 4.19 eV/A. Number 4: E -82313.37319 eV, strongest force on any atom 2.71 eV/A. Number 5: E -97243.82028 eV, strongest force on any atom 7.52 eV/A. Number 6: E -68156.88276 eV, strongest force on any atom 8.34 eV/A. Number 7: E -62652.69438 eV, strongest force on any atom 6.90 eV/A. Number 8: E -38805.16292 eV, strongest force on any atom 6.87 eV/A.